{"formula": "C3H3Br9", "method": "the ωB97M-V functional and the def2-TZVPD basis", "largest_force_ha_per_bohr": 0.0397, "e_homo_ev": -10.20, "molar_mass_g_mol": 758.193, "elements": ["C", "Br", "Br", "Br", "H", "C", "Br", "Br", "Br", "H", "C", "Br", "Br", "Br", "H"], "positions_angstrom": [[2.646, -0.146, 3.951], [3.756, 1.363, 4.636], [2.854, -0.459, 1.996], [0.843, -0.255, 4.646], [3.150, -0.916, 4.414], [-1.176, 0.075, -4.422], [0.134, 0.177, -5.824], [-2.923, 0.168, -5.241], [-0.912, 1.305, -2.978], [-0.992, -0.925, -3.998], [-1.507, -0.128, 0.657], [-0.102, -1.070, -0.344], [-3.201, -0.059, -0.266], [-0.894, 1.582, 1.212], [-1.678, -0.712, 1.560]]}



{"formula": "C23H54NNbO11P", "method": "the ωB97M-V functional and the def2-TZVPD basis", "largest_force_ha_per_bohr": 0.0986, "e_homo_ev": -4.90, "molar_mass_g_mol": 644.561, "charge": -1, "elements": ["N", "P", "O", "O", "Nb", "C", "O", "C", "C", "C", "C", "C", "C", "H", "H", "H", "H", "H", "H", "H", "H", "H", "H", "H", "H", "H", "H", "C", "O", "C", "C", "O", "C", "H", "H", "H", "H", "H", "H", "H", "H", "H", "H", "C", "O", "C", "C", "O", "C", "H", "H", "H", "H", "H", "H", "H", "H", "H", "H", "C", "O", "C", "C", "O", "C", "H", "H", "H", "H", "H", "H", "H", "H", "H", "H", "C", "O", "C", "C", "O", "C", "H", "H", "H", "H", "H", "H", "H", "H", "H", "H"], "positions_angstrom": [[1.428, -3.624, 6.846], [2.961, -3.118, 7.146], [4.010, -4.399, 6.504], [3.182, -2.914, 8.886], [3.609, -0.980, 5.921], [2.298, 0.359, 7.218], [1.201, -0.323, 7.919], [-0.002, -0.469, 7.090], [-0.152, -0.139, 5.492], [-1.578, -0.371, 4.654], [-2.923, -0.994, 5.407], [-2.774, -1.340, 7.015], [-1.365, -1.084, 7.838], [0.983, -2.926, 6.211], [3.553, -4.625, 5.618], [3.463, -3.829, 9.240], [4.977, -0.717, 7.114], [4.769, -1.931, 4.882], [2.286, -1.335, 4.730], [4.132, 0.506, 4.959], [3.011, 0.795, 8.071], [1.964, 1.307, 6.591], [0.771, 0.286, 4.881], [-1.670, -0.141, 3.500], [-3.910, -1.188, 4.810], [-3.674, -1.795, 7.610], [-1.256, -1.360, 8.989], [-5.983, -5.787, 2.552], [-6.590, -4.857, 1.660], [-7.344, -3.856, 2.349], [-6.553, -2.549, 2.481], [-5.399, -2.719, 3.311], [-4.209, -2.897, 2.552], [-5.203, -6.326, 2.006], [-5.525, -5.297, 3.414], [-6.735, -6.507, 2.895], [-7.670, -4.221, 3.330], [-8.240, -3.663, 1.750], [-7.189, -1.802, 2.967], [-6.269, -2.157, 1.497], [-3.863, -1.928, 2.181], [-4.351, -3.582, 1.710], [-3.442, -3.315, 3.210], [-3.102, 2.251, -1.988], [-1.870, 2.670, -1.408], [-2.000, 2.978, -0.018], [-1.518, 1.820, 0.862], [-2.348, 0.664, 0.703], [-1.776, -0.294, -0.181], [-2.882, 1.758, -2.939], [-3.641, 1.546, -1.350], [-3.731, 3.127, -2.182], [-3.034, 3.254, 0.224], [-1.368, 3.851, 0.177], [-1.590, 2.122, 1.912], [-0.469, 1.575, 0.655], [-1.001, -0.860, 0.344], [-1.350, 0.168, -1.076], [-2.564, -0.985, -0.492], [2.184, 5.050, -3.750], [2.048, 4.229, -2.594], [1.119, 3.160, -2.793], [1.837, 1.843, -3.110], [2.529, 1.914, -4.361], [3.919, 2.171, -4.196], [3.096, 5.644, -3.643], [2.259, 4.464, -4.668], [1.327, 5.730, -3.817], [0.396, 3.413, -3.578], [0.565, 3.039, -1.856], [1.090, 1.049, -3.202], [2.525, 1.563, -2.302], [4.430, 1.248, -3.908], [4.113, 2.947, -3.450], [4.320, 2.509, -5.156], [5.754, 1.616, -9.884], [4.660, 2.521, -10.000], [3.587, 1.981, -10.776], [2.471, 1.428, -9.882], [2.921, 0.304, -9.119], [3.268, 0.660, -7.786], [6.390, 1.951, -9.061], [5.427, 0.595, -9.674], [6.340, 1.631, -10.811], [3.955, 1.214, -11.467], [3.181, 2.803, -11.375], [1.654, 1.075, -10.520], [2.068, 2.208, -9.224], [2.358, 0.767, -7.187], [3.848, 1.587, -7.740], [3.873, -0.146, -7.363]]}



Which formula does entry 2 have?
C23H54NNbO11P